{"formula": "CH2N2S", "method": "the ωB97M-V functional and the def2-TZVPD basis", "elements": ["C", "N", "N", "S", "H", "H"], "xyz": [[1.07, 0.32, 0.02], [2.20, 0.14, 0.29], [-0.25, 0.52, -0.29], [-1.49, -0.73, -0.02], [-0.48, 0.76, -1.25], [-1.05, -1.01, 1.24]], "nbo_charge": [0.397, -0.348, -0.770, 0.175, 0.411, 0.135], "orbital_gap_ev": 9.41, "total_energy_ev": -14883.1210, "lumo_ev": -0.1}

---

{"formula": "C31H20Cl4N3O5STc", "method": "the ωB97M-V functional and the def2-TZVPD basis", "elements": ["Tc", "O", "C", "C", "C", "C", "C", "C", "C", "O", "N", "N", "C", "C", "C", "C", "C", "C", "N", "H", "H", "H", "H", "H", "H", "H", "H", "H", "H", "Cl", "C", "C", "Cl", "C", "Cl", "C", "O", "C", "O", "C", "Cl", "O", "S", "C", "C", "C", "C", "C", "C", "C", "C", "C", "C", "C", "C", "H", "H", "H", "H", "H", "H", "H", "H", "H", "H"], "xyz": [[-0.94, -0.56, 0.02], [4.29, -2.27, 1.93], [4.77, -1.10, 1.48], [6.09, -0.80, 1.81], [6.67, 0.37, 1.39], [5.95, 1.29, 0.63], [4.64, 1.01, 0.30], [4.02, -0.18, 0.72], [2.63, -0.44, 0.37], [2.06, 0.63, -0.26], [2.08, -1.56, 0.69], [0.74, -1.80, 0.46], [0.40, -3.04, 0.62], [-0.99, -3.42, 0.48], [-1.53, -4.59, 0.84], [-2.95, -4.83, 0.71], [-3.77, -3.86, 0.31], [-3.31, -2.47, 0.01], [-1.80, -2.39, -0.10], [3.38, -2.37, 1.60], [6.64, -1.53, 2.40], [7.70, 0.58, 1.66], [6.40, 2.21, 0.30], [4.08, 1.72, -0.29], [1.14, -3.78, 0.89], [-0.89, -5.36, 1.25], [-3.34, -5.80, 0.99], [-4.84, -4.02, 0.28], [-3.55, -1.87, 0.90], [-6.24, -2.01, -4.39], [-5.22, -1.37, -3.17], [-4.92, -0.01, -3.16], [-5.57, 1.03, -4.36], [-4.06, 0.50, -2.20], [-3.56, 2.15, -2.21], [-3.55, -0.34, -1.21], [-2.70, 0.17, -0.31], [-3.89, -1.70, -1.17], [-1.33, -2.07, -1.36], [-4.68, -2.21, -2.19], [-4.95, -3.91, -2.35], [1.17, -0.22, -2.45], [0.80, 0.59, -1.31], [0.82, 2.29, -1.73], [1.51, 2.66, -2.88], [1.50, 4.00, -3.24], [0.81, 4.92, -2.47], [0.12, 4.53, -1.33], [0.12, 3.19, -0.94], [-0.68, 0.64, 1.69], [-1.57, 1.71, 1.91], [-1.45, 2.53, 3.01], [-0.44, 2.31, 3.94], [0.44, 1.25, 3.76], [0.32, 0.43, 2.65], [2.02, 1.92, -3.48], [2.02, 4.32, -4.13], [0.80, 5.96, -2.76], [-0.42, 5.25, -0.74], [-0.40, 2.87, -0.06], [-2.38, 1.88, 1.21], [-2.15, 3.34, 3.16], [-0.35, 2.95, 4.81], [1.21, 1.06, 4.49], [1.02, -0.39, 2.56]], "mulliken_spin": [2.822, -0.001, -0.002, 0.001, -0.002, 0.000, -0.001, 0.003, -0.012, -0.004, -0.008, -0.075, 0.032, -0.004, 0.042, -0.011, 0.030, 0.011, -0.034, 0.001, 0.000, 0.000, 0.000, 0.000, -0.005, 0.002, 0.000, 0.000, 0.002, 0.001, 0.003, 0.000, 0.000, 0.012, 0.002, 0.062, 0.148, -0.032, 0.035, 0.002, 0.001, -0.014, 0.080, -0.025, 0.004, 0.001, 0.000, -0.001, 0.041, -0.223, 0.062, -0.039, 0.084, -0.044, 0.067, 0.001, 0.000, 0.000, 0.000, -0.024, -0.003, -0.001, 0.004, -0.001, 0.010], "orbital_gap_ev": [6.79, 6.48], "total_energy_ev": -110292.6264, "s2": 3.7929, "total_charge": 1, "lumo_ev": [-4.3, -4.7], "spin_multiplicity": 4}

---

{"formula": "C4H9NO2", "method": "the ωB97M-V functional and the def2-TZVPD basis", "elements": ["C", "N", "C", "C", "O", "O", "C", "H", "H", "H", "H", "H", "H", "H", "H", "H"], "xyz": [[1.29, -0.82, -2.08], [0.13, -0.46, -1.27], [0.26, -0.17, 0.01], [-0.73, -0.83, 1.07], [-1.07, -1.95, 0.66], [-0.93, -0.19, 2.09], [-0.42, 1.96, 1.42], [2.04, -0.03, -2.05], [0.98, -0.98, -3.12], [1.73, -1.75, -1.70], [-0.72, -0.99, -1.45], [-0.21, 1.18, 0.52], [1.29, -0.01, 0.35], [0.08, 1.81, 2.39], [-1.50, 2.04, 1.61], [-0.02, 2.80, 0.88]], "nbo_charge": [-0.423, -0.495, 0.094, 0.724, -0.688, -0.663, -0.657, 0.215, 0.222, 0.215, 0.431, 0.155, 0.212, 0.241, 0.237, 0.180], "orbital_gap_ev": 8.50, "total_energy_ev": -9876.0782, "lumo_ev": -0.7}

---

{"formula": "C3H4N2O", "method": "the ωB97M-V functional and the def2-TZVPD basis", "elements": ["O", "C", "C", "N", "C", "N", "H", "H", "H", "H"], "xyz": [[2.09, -0.33, -0.43], [0.88, 0.05, 0.08], [-0.08, -0.90, 0.17], [-1.30, -0.32, 0.03], [-0.98, 1.17, -0.07], [0.31, 1.33, -0.08], [2.86, 0.06, -0.01], [0.07, -1.96, 0.32], [-2.05, -1.03, 0.10], [-1.79, 1.92, -0.11]], "nbo_charge": [-0.685, 0.311, -0.103, -0.582, 0.172, -0.451, 0.481, 0.216, 0.428, 0.213], "orbital_gap_ev": 9.17, "total_energy_ev": -8202.1620, "lumo_ev": 0.9}

---

{"formula": "C3H21N2O8", "method": "the ωB97M-V functional and the def2-TZVPD basis", "elements": ["N", "C", "C", "O", "C", "N", "O", "H", "H", "H", "H", "H", "H", "H", "H", "H", "H", "H", "O", "H", "H", "O", "H", "H", "O", "H", "H", "O", "H", "H", "O", "H", "H", "O"], "xyz": [[1.21, -0.07, 0.59], [0.34, 0.91, 1.43], [-1.08, 0.33, 1.30], [-1.18, -0.43, 0.14], [0.47, 2.32, 0.93], [1.36, 3.08, 1.65], [0.24, 2.65, -0.22], [0.92, -1.02, 0.86], [1.06, 0.19, -0.39], [2.23, 0.07, 0.66], [0.91, 0.71, 2.35], [-1.22, -0.28, 2.22], [-1.91, 1.04, 1.42], [-2.07, -0.55, -0.22], [1.39, 4.08, 1.53], [1.76, 2.87, 2.55], [-4.25, -1.00, -1.71], [-4.14, -1.43, -0.39], [-3.55, -1.40, -1.16], [-0.54, -3.40, -0.58], [-1.79, -3.39, -1.42], [-0.99, -3.90, -1.28], [1.40, -3.45, 0.59], [2.22, -2.72, -0.59], [1.39, -2.85, -0.14], [3.82, 1.12, 0.23], [4.81, 0.07, 0.60], [3.87, 0.17, 0.38], [-2.30, 2.61, -2.45], [-1.31, 2.20, -1.29], [-2.16, 2.04, -1.70], [-0.76, -0.80, -1.98], [-0.24, 0.55, -2.01], [0.09, -0.35, -1.89]], "nbo_charge": [-0.707, -0.150, -0.087, -0.760, 0.654, -0.805, -0.600, 0.470, 0.476, 0.450, 0.228, 0.176, 0.216, 0.529, 0.418, 0.402, 0.492, 0.478, -0.951, 0.468, 0.466, -0.937, 0.494, 0.505, -0.980, 0.486, 0.512, -0.958, 0.485, 0.487, -0.980, 0.490, 0.476, -0.940], "orbital_gap_ev": 10.30, "total_energy_ev": -22805.4219, "total_charge": 1, "lumo_ev": -3.0}

---

Copy entry 2 word for word.
{"formula": "C31H20Cl4N3O5STc", "method": "the ωB97M-V functional and the def2-TZVPD basis", "elements": ["Tc", "O", "C", "C", "C", "C", "C", "C", "C", "O", "N", "N", "C", "C", "C", "C", "C", "C", "N", "H", "H", "H", "H", "H", "H", "H", "H", "H", "H", "Cl", "C", "C", "Cl", "C", "Cl", "C", "O", "C", "O", "C", "Cl", "O", "S", "C", "C", "C", "C", "C", "C", "C", "C", "C", "C", "C", "C", "H", "H", "H", "H", "H", "H", "H", "H", "H", "H"], "xyz": [[-0.94, -0.56, 0.02], [4.29, -2.27, 1.93], [4.77, -1.10, 1.48], [6.09, -0.80, 1.81], [6.67, 0.37, 1.39], [5.95, 1.29, 0.63], [4.64, 1.01, 0.30], [4.02, -0.18, 0.72], [2.63, -0.44, 0.37], [2.06, 0.63, -0.26], [2.08, -1.56, 0.69], [0.74, -1.80, 0.46], [0.40, -3.04, 0.62], [-0.99, -3.42, 0.48], [-1.53, -4.59, 0.84], [-2.95, -4.83, 0.71], [-3.77, -3.86, 0.31], [-3.31, -2.47, 0.01], [-1.80, -2.39, -0.10], [3.38, -2.37, 1.60], [6.64, -1.53, 2.40], [7.70, 0.58, 1.66], [6.40, 2.21, 0.30], [4.08, 1.72, -0.29], [1.14, -3.78, 0.89], [-0.89, -5.36, 1.25], [-3.34, -5.80, 0.99], [-4.84, -4.02, 0.28], [-3.55, -1.87, 0.90], [-6.24, -2.01, -4.39], [-5.22, -1.37, -3.17], [-4.92, -0.01, -3.16], [-5.57, 1.03, -4.36], [-4.06, 0.50, -2.20], [-3.56, 2.15, -2.21], [-3.55, -0.34, -1.21], [-2.70, 0.17, -0.31], [-3.89, -1.70, -1.17], [-1.33, -2.07, -1.36], [-4.68, -2.21, -2.19], [-4.95, -3.91, -2.35], [1.17, -0.22, -2.45], [0.80, 0.59, -1.31], [0.82, 2.29, -1.73], [1.51, 2.66, -2.88], [1.50, 4.00, -3.24], [0.81, 4.92, -2.47], [0.12, 4.53, -1.33], [0.12, 3.19, -0.94], [-0.68, 0.64, 1.69], [-1.57, 1.71, 1.91], [-1.45, 2.53, 3.01], [-0.44, 2.31, 3.94], [0.44, 1.25, 3.76], [0.32, 0.43, 2.65], [2.02, 1.92, -3.48], [2.02, 4.32, -4.13], [0.80, 5.96, -2.76], [-0.42, 5.25, -0.74], [-0.40, 2.87, -0.06], [-2.38, 1.88, 1.21], [-2.15, 3.34, 3.16], [-0.35, 2.95, 4.81], [1.21, 1.06, 4.49], [1.02, -0.39, 2.56]], "mulliken_spin": [2.822, -0.001, -0.002, 0.001, -0.002, 0.000, -0.001, 0.003, -0.012, -0.004, -0.008, -0.075, 0.032, -0.004, 0.042, -0.011, 0.030, 0.011, -0.034, 0.001, 0.000, 0.000, 0.000, 0.000, -0.005, 0.002, 0.000, 0.000, 0.002, 0.001, 0.003, 0.000, 0.000, 0.012, 0.002, 0.062, 0.148, -0.032, 0.035, 0.002, 0.001, -0.014, 0.080, -0.025, 0.004, 0.001, 0.000, -0.001, 0.041, -0.223, 0.062, -0.039, 0.084, -0.044, 0.067, 0.001, 0.000, 0.000, 0.000, -0.024, -0.003, -0.001, 0.004, -0.001, 0.010], "orbital_gap_ev": [6.79, 6.48], "total_energy_ev": -110292.6264, "s2": 3.7929, "total_charge": 1, "lumo_ev": [-4.3, -4.7], "spin_multiplicity": 4}

---

Question: Which formula does entry 3 have?
Answer: C4H9NO2